Record 1
DFT (ωB97M-V/def2-TZVPD) results for an isolated molecule of C7H2BrF7 at a distorted geometry.

Structure (XYZ):
```
17
Properties=species:S:1:pos:R:3:forces:R:3
C -0.82242 1.31837 1.18988 0.2 -0.1 -0.2
C -0.29965 1.61089 0.00092 0.1 -0.2 0.3
C -0.21927 0.18525 1.90818 0.0 -0.4 -0.5
C 0.87611 0.81518 -0.44375 0.0 -0.9 0.0
C -0.13187 -1.05543 1.43445 -0.9 -0.2 2.2
C 0.80359 -0.43126 -0.92498 0.8 1.0 -1.7
C -0.28968 -0.86620 -1.87496 -0.1 0.1 -0.2
F -0.71154 2.61730 -0.76276 0.0 0.0 0.0
F 0.48830 0.50439 3.00518 0.1 0.1 0.2
F 2.03093 1.24222 0.08170 -0.1 0.1 -0.1
F -0.97784 -1.50475 0.50533 0.0 0.0 -0.1
F 0.07547 -0.55653 -3.13212 0.2 0.0 -0.2
F -0.51069 -2.17448 -1.85932 0.0 -0.3 0.0
F -1.44849 -0.23790 -1.66581 -0.2 0.2 0.1
Br 2.33919 -1.51848 -1.03200 -0.2 0.2 0.2
H -1.60583 1.90535 1.64035 -0.1 0.2 0.0
H 0.40368 -1.85391 1.92972 0.2 0.1 0.0
```
Positions in Å, forces in eV/Å.

Output
LUMO in eV: 0.0
SMILES: F\C=C(F)/C=C(F)\C(F)=C(\Br)C(F)(F)F
ΔE to the lowest compared entry with this formula, charge and spin in kJ/mol: 125.0
Charge: 0

How is the electron density shared among the atoms? According to natural (NBO), the charges in e are: -0.312 0.393 0.279 0.338 0.161 -0.236 0.945 -0.291 -0.311 -0.296 -0.321 -0.319 -0.305 -0.311 0.142 0.247 0.197



Record 2
DFT (ωB97M-V/def2-TZVPD) results for a cluster of 8 separate species, C30H80N4O12 in total at a distorted geometry.

Structure (XYZ):
```
126
Properties=species:S:1:pos:R:3:forces:R:3
C -0.53970 6.23421 -5.41355 -0.3 0.0 0.2
O -0.96804 5.36603 -4.38156 0.5 0.2 -0.1
C -2.24211 5.65389 -3.85758 -0.1 0.1 1.3
C -2.46415 4.73917 -2.66358 -0.6 -2.1 -1.5
N -2.70335 3.38310 -3.23523 0.4 0.6 -1.2
C -2.92502 2.33323 -2.30937 0.6 -0.6 0.9
C -2.77029 0.95000 -2.95883 -0.5 0.4 1.7
O -1.41544 0.63369 -3.22123 0.1 0.0 -1.4
C -1.34414 -0.24438 -4.35410 0.6 0.2 0.3
H -1.14933 6.04704 -6.29753 0.1 0.1 -0.3
H 0.52251 6.10822 -5.62318 -0.1 -0.6 0.0
H -0.61493 7.28666 -5.14009 -0.4 0.2 0.2
H -3.06664 5.47978 -4.54891 0.1 0.1 -0.4
H -2.29430 6.66743 -3.45994 0.1 0.5 -0.3
H -3.42269 4.93135 -2.18152 0.3 0.7 0.4
H -1.59483 4.72552 -2.00617 -0.1 0.3 0.4
H -1.87851 3.05872 -3.71948 0.4 0.6 -0.5
H -3.88639 2.46947 -1.81408 -0.2 -0.4 0.0
H -2.14809 2.39142 -1.54708 0.1 -0.2 0.7
H -3.43558 0.92306 -3.82183 0.2 -0.4 -0.3
H -3.04356 0.22655 -2.19069 -0.8 -0.2 -0.2
H -0.30313 -0.38120 -4.64681 0.1 0.4 0.1
H -1.91260 0.19220 -5.17529 0.0 -0.2 -0.2
H -1.68423 -1.26068 -4.15512 -0.5 0.0 0.3
C 5.31743 2.70883 5.86169 0.6 0.4 -0.1
O 4.67659 1.52145 5.44440 1.6 0.3 1.5
C 3.86782 1.69490 4.34858 -0.6 -1.3 -1.5
C 3.54080 0.26810 3.80014 0.5 -0.2 1.6
N 2.97961 -0.62729 4.81375 0.0 0.2 -0.4
C 1.65637 -0.18816 5.12055 -1.2 -0.9 1.5
C 1.27997 -0.79937 6.48402 0.1 -0.1 0.9
O 2.05451 -0.26764 7.60507 0.1 -0.2 0.1
C 1.72587 -0.80753 8.91176 0.2 0.2 -1.3
H 6.04937 2.55187 6.65398 -0.4 -0.7 0.2
H 4.65991 3.51088 6.19708 -0.6 -0.2 0.1
H 5.92967 3.17716 5.09102 -0.1 -0.2 -0.7
H 4.41595 2.06928 3.48400 0.1 1.1 0.1
H 3.01962 2.30085 4.66714 -0.2 0.1 -0.6
H 4.49605 -0.14975 3.48235 0.1 0.0 -0.1
H 2.88603 0.24166 2.92913 -0.1 0.3 0.1
H 3.41779 -0.58836 5.72292 1.2 0.2 -0.3
H 0.95399 -0.60503 4.39876 -0.2 0.2 -0.1
H 1.54353 0.89535 5.15731 -0.2 0.2 0.0
H 1.49706 -1.86634 6.43373 -0.1 -0.2 -0.1
H 0.22465 -0.68942 6.73365 -0.2 0.2 -0.2
H 1.74232 -1.89713 8.93629 -0.3 -0.2 -0.3
H 0.75745 -0.41691 9.22429 -0.1 -0.1 0.1
H 2.49117 -0.53315 9.63780 0.1 0.5 -0.3
C 2.26711 -1.32847 -1.95961 -0.2 0.9 0.8
O 2.72568 -1.04230 -3.26881 0.1 -0.8 0.2
C 2.73126 -2.22933 -4.05028 0.5 0.5 -1.7
C 3.30662 -1.91989 -5.46640 -0.5 0.3 0.1
N 2.43818 -1.01947 -6.26904 1.0 -0.2 0.0
C 3.05524 -0.49321 -7.49616 -1.2 -1.0 -0.9
C 3.24652 -1.53257 -8.62616 -0.4 1.9 0.3
O 4.45911 -2.15184 -8.38587 0.8 -2.4 -0.6
C 4.71396 -3.12307 -9.40700 0.3 0.5 -0.5
H 1.24939 -1.71736 -1.92602 -0.1 0.0 -0.2
H 2.32403 -0.40375 -1.38537 -0.4 0.3 -0.3
H 2.86729 -1.97468 -1.31908 0.5 -0.7 -0.7
H 1.71577 -2.60681 -4.17029 -0.2 -0.2 0.2
H 3.37946 -2.98398 -3.60482 -0.1 -0.2 0.2
H 3.46977 -2.79902 -6.08978 -0.5 -0.5 0.4
H 4.33611 -1.58199 -5.34772 0.2 0.7 0.2
H 2.11422 -0.23500 -5.72153 0.1 0.0 0.3
H 4.04020 -0.02805 -7.45649 0.1 0.3 0.7
H 2.32833 0.21812 -7.88824 0.1 0.3 0.0
H 3.37395 -0.98767 -9.56155 -0.2 0.5 -0.3
H 2.37317 -2.15918 -8.80701 0.0 -0.6 0.5
H 3.92306 -3.85845 -9.55462 -0.1 -0.3 0.7
H 5.69444 -3.58993 -9.31325 -0.2 -0.1 0.7
H 4.76494 -2.66749 -10.39592 0.0 0.7 -0.2
C -5.13469 -3.80341 4.26928 0.6 1.1 -0.4
O -4.76543 -3.03877 3.11040 -0.7 -0.3 0.1
C -5.15543 -3.75948 1.92726 0.3 0.3 0.7
C -4.75997 -2.99645 0.69343 0.8 -0.5 0.0
N -3.30618 -2.98049 0.53731 0.9 1.2 0.0
C -2.79830 -2.10330 -0.54661 0.3 -1.2 0.3
C -1.24532 -2.10690 -0.63179 -1.4 -1.9 0.2
O -0.66085 -3.46194 -0.96843 -1.6 1.8 -0.7
C -0.85883 -3.81786 -2.38823 -0.2 0.4 2.0
H -6.12246 -4.25671 4.18591 -0.1 -0.1 -0.2
H -5.15558 -3.07721 5.08187 0.0 -0.2 0.2
H -4.37287 -4.55927 4.46008 -0.1 -0.2 0.1
H -6.24053 -3.86276 1.93010 -0.2 -0.3 0.0
H -4.66569 -4.72487 2.05481 -0.2 -0.4 -0.7
H -5.14115 -1.98236 0.81350 0.1 0.2 -0.1
H -5.22431 -3.44622 -0.18417 -0.4 -0.1 -0.1
H -2.90196 -3.89337 0.38452 -0.3 -0.4 0.0
H -3.16990 -1.09676 -0.35451 0.1 0.2 -0.1
H -3.16965 -2.43520 -1.51617 -0.4 0.1 -0.3
H -0.95084 -1.86801 0.39013 0.8 0.0 -0.3
H -1.02238 -1.35646 -1.39023 0.7 0.0 0.0
H -1.88795 -3.97496 -2.71122 -0.4 0.1 0.5
H -0.39603 -4.80237 -2.45639 0.5 0.4 -0.5
H -0.50515 -2.96249 -2.96387 0.6 -0.5 -0.5
O 0.37238 -2.94828 2.53452 0.6 0.0 0.0
H 0.11009 -3.77559 2.13078 0.0 -0.2 -0.2
H -0.45104 -2.54030 2.80243 -0.6 0.3 0.1
C -0.71588 0.83606 0.52045 0.3 1.4 -0.5
C 0.20591 0.54205 1.65835 0.5 -1.1 -0.2
O -0.45970 0.77238 2.86949 0.2 0.5 0.7
H -0.87657 1.91339 0.56107 -0.4 0.2 -0.1
H -1.69146 0.36234 0.62960 0.2 -0.2 -0.1
H -0.25087 0.66577 -0.45056 -0.2 -0.4 -0.1
H 1.14601 1.09363 1.64894 -0.3 0.6 -0.1
H 0.57804 -0.48020 1.59024 -0.2 -0.5 0.2
H -1.09900 0.06190 2.95962 -0.1 -0.2 -0.2
C -3.77490 0.02604 3.75881 0.0 0.9 -0.1
C -2.70009 -0.96301 4.06642 -1.2 -1.5 0.3
O -2.16766 -1.56323 2.92257 2.1 0.7 -0.7
H -3.51948 0.52032 2.82151 -0.1 0.0 -0.2
H -3.60543 0.78501 4.52258 -1.0 0.3 0.1
H -4.79553 -0.34988 3.68732 0.2 0.0 0.2
H -3.07871 -1.83466 4.60025 -0.1 0.5 1.0
H -1.96687 -0.39750 4.64147 0.6 -0.7 -0.2
H -2.76678 -2.18377 2.50117 -0.7 -0.3 -0.4
C 1.89261 3.82408 2.62646 -1.0 -0.3 1.0
C 0.64921 4.24493 3.45385 0.9 -0.5 -1.2
O 0.64448 5.64563 3.35390 0.0 1.1 0.2
H 2.74766 4.30165 3.10490 0.2 0.0 -0.3
H 1.79115 4.09470 1.57547 0.1 0.1 0.1
H 1.97701 2.74217 2.72867 0.2 0.0 -0.2
H 0.76450 3.86367 4.46846 -0.1 0.2 0.2
H -0.25511 3.81866 3.01958 -0.1 -0.1 0.1
H 0.11068 6.08632 4.01907 -0.2 -0.3 0.1
```
Positions in Å, forces in eV/Å.

Output
LUMO (spin up / spin down) in eV: 2.2 / 2.2
Multiplicity: 2
Charge: -1

Löwdin population analysis, charges in e, atoms 1 to 99: -0.111 -0.186 -0.251 -0.176 -0.082 -0.240 -0.230 -0.197 -0.107 0.086 0.085 0.078 0.122 0.114 0.120 0.121 0.101 0.115 0.100 0.116 0.098 0.073 0.082 0.067 -0.111 -0.170 -0.263 -0.159 -0.048 -0.224 -0.180 -0.216 -0.102 0.083 0.084 0.080 0.119 0.099 0.113 0.105 0.093 0.104 0.111 0.119 0.110 0.078 0.078 0.077 -0.107 -0.180 -0.215 -0.187 -0.049 -0.200 -0.274 -0.188 -0.107 0.065 0.085 0.090 0.107 0.118 0.105 0.111 0.091 0.115 0.111 0.110 0.123 0.085 0.085 0.075 -0.143 -0.245 -0.306 -0.304 -0.060 -0.219 -0.164 -0.247 -0.148 0.074 0.076 0.079 0.093 0.094 0.106 0.060 0.091 0.096 0.083 0.086 0.085 0.034 0.077 0.047 -0.070 0.028 -0.015



Record 3
DFT (ωB97M-V/def2-TZVPD) results for an isolated molecule of C4H7OP at a distorted geometry.

Structure (XYZ):
```
13
Properties=species:S:1:pos:R:3:forces:R:3
C -0.16362 -2.56076 2.06482 2.0 -3.4 1.4
C -0.64984 -1.67900 1.46306 -2.1 4.5 -2.3
C 0.57779 1.61542 -0.91632 0.1 0.6 -1.5
C 0.58415 0.39022 0.01602 -2.2 -0.2 -0.2
O -0.51583 1.57071 -1.95994 -0.1 -1.3 2.4
P -1.27644 -0.12485 0.59629 1.6 -1.9 0.1
H 0.37391 -3.44577 2.38071 -0.5 0.6 0.2
H 1.51294 1.74055 -1.58115 -1.2 -0.6 1.3
H 0.51113 2.56550 -0.34439 -0.3 -0.6 -0.3
H 1.15768 0.39461 0.94374 0.0 0.6 -0.2
H 0.81600 -0.51033 -0.49763 0.7 -0.6 -0.6
H -1.27219 1.00147 -1.58977 1.7 1.4 -0.9
H -1.65568 -0.95778 -0.57544 0.4 0.9 0.7
```
Positions in Å, forces in eV/Å.

Output
LUMO in eV: 0.8
SMILES: C#CPCCO
ΔE to the lowest compared entry with this formula, charge and spin in kJ/mol: 307.9
Charge: 0

How is the electron density shared among the atoms? According to natural (NBO), the charges in e are: -0.241 -0.320 -0.088 -0.630 -0.726 0.470 0.242 0.199 0.177 0.244 0.222 0.459 -0.008